Record 1
Molecular formula: C4H12NOS
Method: DFT, ωB97M-V with the def2-TZVPD basis set

XYZ file:
```
19
Properties=species:S:1:pos:R:3:lowdin_charge:R:1
C -0.934 1.137 0.218 -0.30
N 0.442 0.750 -0.083 -0.09
C 0.648 -0.077 -1.264 -0.34
C 1.876 -0.955 -1.105 -0.66
S 2.006 -2.201 -2.374 0.63
C -1.132 1.369 1.724 -0.09
H -1.616 0.365 -0.113 0.09
H -1.211 2.065 -0.296 0.11
H 1.055 1.551 -0.066 0.11
H -0.229 -0.732 -1.353 0.09
H 0.749 0.521 -2.170 0.11
H 2.810 -0.392 -1.208 0.07
H 1.957 -1.412 -0.118 0.07
H -0.343 2.030 2.096 0.07
H -0.997 0.421 2.248 0.06
H -2.107 1.817 1.894 0.07
H -0.554 -1.543 1.031 0.01
H -1.091 -2.611 0.073 0.05
O -1.327 -2.100 0.868 -0.06
```

The calculation puts the frontier orbital gap (spin up / spin down) at 9.919 / 6.950 eV. The value obtained for the highest occupied orbital energy (spin up / spin down) is -9.0 / -9.0 eV. As for the energy relative to the best compared isomer or geometry (same formula, charge and spin): 26.6 kJ/mol. The spin multiplicity is 2.



Record 2
Molecular formula: C25H41N2O2S
Method: DFT, ωB97M-V with the def2-TZVPD basis set

XYZ file:
```
71
Properties=species:S:1:pos:R:3:lowdin_charge:R:1
C -0.679 1.974 4.666 -0.11
C -1.126 3.172 3.833 -0.26
C 0.001 3.761 2.985 -0.21
C -0.478 4.503 1.735 -0.20
C -1.082 3.619 0.646 -0.19
C -0.044 2.797 -0.110 -0.09
C 0.273 1.477 0.534 -0.48
O -0.441 0.899 1.307 0.14
O 1.420 0.884 0.076 0.00
C 2.638 1.421 0.595 -0.32
C 3.103 0.718 1.855 -0.07
C 3.429 -0.759 1.792 -0.20
C 2.736 -1.686 1.013 -0.03
C 3.081 -3.024 1.038 -0.04
C 4.118 -3.496 1.839 -0.28
C 4.475 -4.958 1.858 -0.05
C 4.805 -2.571 2.615 -0.04
C 4.466 -1.228 2.586 -0.04
N 3.618 1.251 -0.471 0.12
C 4.240 2.179 -0.935 -0.78
S 5.035 3.340 -1.605 0.76
H -1.518 1.536 5.206 0.07
H -0.231 1.206 4.036 0.06
H 0.060 2.273 5.411 0.08
H -1.504 3.945 4.505 0.11
H -1.957 2.865 3.197 0.10
H 0.575 4.465 3.590 0.12
H 0.694 2.960 2.704 0.09
H 0.360 5.068 1.316 0.11
H -1.225 5.244 2.031 0.12
H -1.606 4.259 -0.067 0.11
H -1.826 2.951 1.077 0.10
H 0.881 3.375 -0.200 0.12
H -0.350 2.588 -1.138 0.13
H 2.491 2.484 0.813 0.14
H 4.015 1.239 2.154 0.13
H 2.367 0.915 2.642 0.13
H 1.928 -1.365 0.379 0.08
H 2.536 -3.727 0.419 0.11
H 3.622 -5.557 2.181 0.08
H 4.769 -5.307 0.869 0.08
H 5.287 -5.149 2.556 0.07
H 5.622 -2.898 3.245 0.11
H 5.031 -0.533 3.195 0.11
C -0.840 -1.455 -0.898 -0.09
C -2.280 -1.971 -0.913 -0.20
C -2.785 -2.459 -2.268 -0.11
N -3.541 -1.443 -3.102 -0.28
C -4.912 -1.266 -2.547 0.02
C -2.822 -0.129 -3.205 -0.10
C -1.714 -0.402 -4.202 -0.13
C -2.401 -1.287 -5.259 -0.12
C -3.599 -1.928 -4.537 -0.08
H -0.733 -0.467 -1.346 0.06
H -0.487 -1.372 0.127 0.07
H -0.173 -2.138 -1.428 0.09
H -2.958 -1.224 -0.492 0.11
H -2.341 -2.827 -0.239 0.13
H -3.489 -3.282 -2.146 0.13
H -1.960 -2.821 -2.881 0.14
H -4.841 -0.922 -1.519 0.11
H -5.431 -2.220 -2.584 0.12
H -5.441 -0.532 -3.147 0.11
H -3.543 0.586 -3.600 0.14
H -2.505 0.197 -2.219 0.12
H -0.891 -0.930 -3.722 0.11
H -1.311 0.518 -4.618 0.13
H -1.724 -2.033 -5.666 0.12
H -2.759 -0.688 -6.094 0.12
H -3.580 -3.015 -4.523 0.14
H -4.549 -1.601 -4.950 0.13
```

Its total charge is +1. The calculation puts the frontier orbital gap at 8.105 eV. The value obtained for the highest occupied orbital energy is -10.5 eV.



Record 3
Molecular formula: C29H30ClN3O4S
Method: DFT, ωB97M-V with the def2-TZVPD basis set

XYZ file:
```
68
Properties=species:S:1:pos:R:3:lowdin_charge:R:1
C 6.515 3.128 0.569 -0.19
C 5.555 1.947 0.665 -0.13
N 4.727 1.858 -0.549 -0.12
C 3.429 1.260 -0.530 -0.20
C 3.254 -0.087 -0.881 0.00
C 2.018 -0.667 -0.873 -0.01
C 0.862 0.078 -0.529 -0.20
C -0.409 -0.557 -0.558 0.08
C -1.698 0.039 -0.592 -0.20
C -1.904 1.390 -0.962 -0.02
C -3.160 1.927 -1.023 0.00
C -4.297 1.151 -0.736 -0.21
N -5.607 1.732 -0.707 -0.11
C -6.007 2.354 0.577 -0.13
C -7.438 2.887 0.579 -0.19
O -7.714 3.670 -0.568 -0.14
C -7.548 2.926 -1.762 -0.19
C -6.115 2.416 -1.923 -0.13
C -4.103 -0.192 -0.371 0.01
C -2.849 -0.736 -0.312 0.00
C 1.056 1.421 -0.129 -0.02
C 2.299 1.995 -0.137 0.01
C 5.554 1.805 -1.761 -0.14
C 6.508 2.995 -1.795 -0.18
O 7.297 3.066 -0.616 -0.14
H 5.966 4.074 0.560 0.12
H 7.210 3.159 1.416 0.13
H 6.116 1.014 0.751 0.12
H 4.902 2.012 1.539 0.13
H 4.124 -0.667 -1.137 0.12
H 1.915 -1.704 -1.141 0.11
H -0.393 -1.635 -0.593 0.12
H -1.061 1.984 -1.264 0.10
H -3.289 2.970 -1.261 0.12
H -5.882 1.595 1.356 0.13
H -5.299 3.155 0.799 0.12
H -8.167 2.070 0.596 0.12
H -7.630 3.520 1.457 0.13
H -8.263 2.098 -1.727 0.12
H -7.843 3.584 -2.591 0.13
H -5.448 3.240 -2.181 0.11
H -6.063 1.697 -2.747 0.13
H -4.964 -0.791 -0.139 0.12
H -2.729 -1.768 -0.035 0.12
H 0.222 1.976 0.264 0.11
H 2.427 3.027 0.140 0.12
H 6.114 0.868 -1.752 0.12
H 4.894 1.782 -2.632 0.13
H 7.197 2.943 -2.646 0.13
H 5.953 3.933 -1.880 0.12
N 1.886 -7.076 -2.318 0.16
C 1.753 -6.503 -1.316 -0.19
C 1.596 -5.812 -0.103 -0.24
C 0.772 -6.321 0.896 -0.01
C 0.609 -5.639 2.079 -0.04
C 1.257 -4.439 2.271 -0.29
S 1.022 -3.527 3.804 0.69
C -0.255 -2.412 3.246 -0.76
Cl -1.314 -1.748 4.393 0.57
O 0.380 -4.495 4.765 -0.38
O 2.302 -2.755 3.984 -0.37
C 2.087 -3.926 1.299 -0.06
C 2.253 -4.608 0.113 -0.03
H 0.268 -7.261 0.738 0.12
H -0.008 -6.040 2.869 0.12
H -0.367 -2.160 2.218 -0.03
H 2.615 -3.005 1.484 0.11
H 2.908 -4.217 -0.649 0.12
```

The calculation puts the frontier orbital gap at 2.789 eV. The value obtained for the highest occupied orbital energy is -5.9 eV. As for the energy relative to the best compared isomer or geometry (same formula, charge and spin): 144.8 kJ/mol.



Record 4
Molecular formula: C22H23N4OS2Zn
Method: DFT, ωB97M-V with the def2-TZVPD basis set

XYZ file:
```
53
Properties=species:S:1:pos:R:3:lowdin_charge:R:1
Zn -0.330 0.289 0.289 0.54
C -3.342 3.212 -3.566 -0.09
C -3.052 1.731 -3.757 -0.27
N -3.348 0.937 -2.573 -0.01
C -2.566 0.759 -1.508 -0.74
S -0.951 1.446 -1.555 0.68
N -3.134 0.084 -0.505 0.01
N -2.307 -0.102 0.527 -0.09
C -2.701 -0.466 1.692 -0.25
C -4.114 -0.790 2.045 -0.01
C -1.630 -0.466 2.720 -0.19
C -1.849 -0.927 4.011 0.01
C -0.828 -0.850 4.943 -0.02
C 0.393 -0.308 4.574 -0.03
C 0.547 0.124 3.270 -0.11
N -0.431 0.047 2.366 0.03
H -3.112 3.758 -4.481 0.08
H -2.735 3.626 -2.761 0.06
H -4.393 3.376 -3.327 0.08
H -2.010 1.569 -4.031 0.09
H -3.660 1.326 -4.566 0.12
H -4.279 0.561 -2.467 0.15
H -4.761 -0.527 1.214 0.07
H -4.433 -0.248 2.936 0.09
H -4.226 -1.859 2.244 0.10
H -2.810 -1.341 4.279 0.12
H -0.988 -1.207 5.952 0.12
H 1.210 -0.215 5.274 0.12
H 1.482 0.554 2.933 0.12
O 1.192 -0.935 -0.095 -0.58
S 1.680 -2.119 0.743 1.08
C 2.458 -3.192 -0.437 -0.38
C 2.484 -4.547 -0.147 -0.08
C 3.111 -5.408 -1.036 -0.06
C 3.682 -4.906 -2.196 -0.05
C 3.630 -3.545 -2.480 -0.05
C 3.017 -2.673 -1.596 -0.06
C 3.104 -1.495 1.613 -0.40
C 3.488 -2.151 2.772 -0.08
C 4.584 -1.677 3.478 -0.06
C 5.264 -0.553 3.029 -0.06
C 4.858 0.100 1.872 -0.05
C 3.771 -0.370 1.151 -0.07
H 2.017 -4.927 0.753 0.11
H 3.142 -6.468 -0.828 0.11
H 4.163 -5.579 -2.893 0.11
H 4.066 -3.164 -3.393 0.12
H 2.952 -1.614 -1.807 0.12
H 2.939 -3.018 3.122 0.12
H 4.902 -2.180 4.382 0.11
H 6.113 -0.181 3.586 0.11
H 5.391 0.976 1.528 0.12
H 3.437 0.129 0.250 0.12
```

Its total charge is +1. The calculation puts the frontier orbital gap at 7.449 eV. The value obtained for the highest occupied orbital energy is -10.6 eV. As for the energy relative to the best compared isomer or geometry (same formula, charge and spin): 0.0 kJ/mol.



no.,electronic energy (Eh)
1,-687.72555
2,-1635.15291
3,-2446.42453
4,-3721.95190